C2H3F2O4S2 as an isolated structure, computed with ωB97M-V with the def2-TZVPD basis set.

Output
LUMO level = 0.125 Eh
HOMO energy = -4.685 eV
relative energy (zero: lowest compared OMol25 entry of this formula, charge and spin) = 112.3 kJ/mol
orbital gap = 0.297 Ha
charge = -1

Last column: natural (NBO) charge in e.
Cartesian coordinates (Å):
O (1.253, -0.797, -0.024)  -1.04
O (-0.264, -0.652, 1.897)  -0.99
H (-1.751, 0.799, 0.349)  0.22
O (2.449, 1.668, 0.495)  -0.92
S (3.047, 0.435, 0.105)  1.73
F (-1.851, -1.513, -1.550)  -0.42
C (-1.859, -2.027, -0.251)  0.36
S (-0.182, -0.802, 0.472)  1.78
O (3.755, 0.610, -1.167)  -0.92
H (-0.916, 0.888, -1.259)  0.24
H (-0.253, 1.643, 0.612)  0.26
F (-2.681, -1.152, 0.396)  -0.40
C (-0.746, 0.901, -0.075)  -0.89

Force components x, y, z for each atom (eV/Å):
-0.9 -1.4 -0.5
-0.2 -0.7 1.9
-0.1 0.5 -0.3
-0.9 0.9 0.9
1.8 0.4 -1.2
-0.1 -0.3 0.4
0.5 0.3 -0.5
1.6 3.0 -1.5
-0.6 -1.0 0.7
1.1 0.8 2.7
0.2 -0.6 -1.6
-0.7 -0.3 -0.1
-1.6 -1.6 -0.9